Formula: C36H70F17N9O10P
Source: OMol25
Level of theory: the ωB97M-V functional and the def2-TZVPD basis

XYZ file:
```
143
Properties=species:S:1:pos:R:3:forces:R:3
N -2.18662 -1.76845 3.61007 2.79 -1.91 -0.15
P -1.42069 -2.95217 4.39143 -4.10 2.83 0.48
O -1.26130 -2.39316 5.99432 -0.20 -2.37 -2.58
O -2.47995 -4.29538 4.32835 3.37 1.59 0.44
C 0.27574 -3.34060 3.64497 5.88 -2.31 -1.47
N 1.19231 -4.40927 3.90151 0.23 3.10 -2.66
C 2.32569 -4.20455 3.02429 -3.38 1.20 1.47
N 3.36558 -5.06228 2.99239 0.22 -0.06 -0.71
N 2.13517 -3.00351 2.21785 -0.56 -3.53 3.11
C 3.01769 -2.43215 1.16370 0.94 0.07 -0.88
C 3.59598 -0.98409 1.51323 -0.26 0.07 0.53
C 2.81923 0.19484 0.74453 -0.76 -1.08 1.40
F 2.82406 1.38758 1.46067 0.35 -2.04 -1.55
F 1.44870 -0.24168 0.72529 1.81 0.96 0.14
C 3.25264 0.31872 -0.78729 -0.19 -1.71 -1.43
F 2.44980 -0.64586 -1.46692 1.42 1.66 1.28
F 4.57349 -0.13146 -1.02961 -2.49 1.38 0.84
C 2.91316 1.70481 -1.49506 -2.27 -0.42 -1.02
F 1.64591 2.11576 -1.01317 2.56 -1.01 -0.64
F 2.68503 1.39699 -2.85548 1.10 1.00 2.45
C 3.94446 2.88984 -1.26296 0.09 0.99 2.78
F 4.83057 2.53975 -0.20254 -1.58 0.07 -2.10
F 3.20724 3.96249 -0.70944 1.68 -1.82 -1.81
C 4.87676 3.28963 -2.46785 2.70 -0.06 0.19
F 5.62070 2.14382 -2.84398 -1.76 1.93 0.85
F 5.83578 4.19982 -1.97046 -2.30 -1.67 -0.77
C 4.25515 3.90630 -3.78288 1.44 0.31 -2.51
F 4.16483 2.90890 -4.78206 -0.52 1.84 2.34
F 5.23990 4.78999 -4.29968 -1.98 -1.48 1.11
C 2.93693 4.78928 -3.64474 -0.32 1.47 -0.54
F 3.28893 5.88375 -2.81669 -0.96 -2.51 -1.10
F 1.81694 4.09899 -3.18654 2.43 1.03 -0.34
C 2.45916 5.49756 -5.02928 -1.97 1.25 -0.15
F 3.24923 6.58369 -5.38672 -1.32 -2.86 0.40
F 1.19476 6.04892 -4.71965 2.48 -1.07 -0.59
F 2.23483 4.59512 -6.05214 1.08 1.88 1.88
N 0.93308 -2.58537 2.64139 -3.68 1.12 1.48
H -1.60138 -1.45097 2.82420 -0.70 0.25 0.21
H -2.14551 -2.04524 6.27532 0.65 -0.21 -0.43
H -2.31463 -4.67712 3.43905 -0.49 0.06 0.48
H 3.28310 -5.92233 2.43177 0.14 0.66 0.78
H 4.20987 -4.95583 3.55896 -0.61 -0.09 -0.37
H 3.91605 -3.14010 1.10100 -1.52 0.78 0.33
H 2.47767 -2.50182 0.17138 0.57 0.28 1.20
H 4.71118 -0.98324 1.30395 -1.48 0.22 0.10
H 3.46648 -0.85129 2.64576 0.15 0.19 -1.68
H 0.40988 -1.76231 2.31958 1.12 -0.04 -0.54
C 10.02165 5.88549 -9.14393 -0.14 0.18 -0.23
O 8.68797 5.74102 -9.60565 0.26 -0.28 0.33
C 7.90394 4.83512 -8.83080 -0.55 0.17 -0.16
C 6.87416 5.58139 -7.97957 0.54 0.05 -0.06
N 7.51230 6.32173 -6.89432 -0.18 0.04 -0.06
C 6.63986 7.29570 -6.23229 0.24 0.05 -0.11
C 6.02288 8.41169 -7.09015 -0.02 0.13 0.41
O 6.95739 9.36782 -7.56919 -0.22 -0.22 -0.12
C 7.68102 8.97109 -8.72363 0.16 0.32 0.22
H 10.59371 6.39054 -9.92388 -0.11 -0.05 0.00
H 10.06212 6.50686 -8.24518 0.15 -0.09 0.12
H 10.48545 4.91569 -8.94526 -0.01 0.01 0.06
H 8.52530 4.17063 -8.22087 0.07 0.19 0.04
H 7.36197 4.20975 -9.54683 0.01 0.00 0.04
H 6.16616 4.86057 -7.55849 -0.01 0.00 0.03
H 6.32224 6.24704 -8.65232 -0.10 -0.14 -0.11
H 8.31796 6.81662 -7.25630 -0.07 -0.09 0.00
H 7.24344 7.77081 -5.45260 -0.11 0.04 -0.02
H 5.83753 6.75330 -5.72103 -0.02 0.05 -0.12
H 5.33641 8.96872 -6.44300 0.10 0.00 -0.03
H 5.40729 8.02607 -7.90898 0.12 -0.09 -0.13
H 7.08379 8.35704 -9.40022 0.02 -0.10 0.05
H 8.59230 8.44737 -8.42774 0.01 -0.17 -0.23
H 7.99113 9.87162 -9.25766 -0.12 0.01 0.09
C 10.30905 -7.96718 1.03045 0.01 0.10 0.29
O 10.19610 -6.57703 1.29650 -0.02 -0.21 -0.40
C 10.02556 -5.77765 0.12700 -0.15 0.47 0.25
C 8.59429 -5.24644 0.02496 0.24 -0.45 0.00
N 7.64764 -6.31563 -0.28360 -0.20 0.22 0.24
C 6.24323 -5.95149 -0.09509 0.29 -0.28 0.06
C 5.79324 -5.49423 1.30225 0.00 -0.20 -0.55
O 5.79809 -6.51732 2.28779 -0.18 0.51 0.02
C 7.07084 -6.79365 2.86233 -0.08 -0.40 0.16
H 10.67473 -8.45335 1.93618 -0.01 0.12 -0.04
H 9.33541 -8.40237 0.78794 0.04 -0.15 -0.16
H 11.01530 -8.16518 0.22046 -0.06 -0.01 -0.02
H 10.32409 -6.30903 -0.78249 -0.14 -0.11 0.10
H 10.69705 -4.92147 0.24030 -0.03 -0.02 -0.04
H 8.54857 -4.48504 -0.75950 -0.02 -0.02 -0.01
H 8.36131 -4.76420 0.98142 0.13 0.16 0.02
H 7.84600 -7.11704 0.30267 0.06 0.05 -0.12
H 5.65747 -6.83793 -0.35818 -0.08 0.11 0.04
H 5.98413 -5.17560 -0.82490 0.02 0.07 0.09
H 4.75154 -5.17883 1.21207 0.18 -0.10 -0.18
H 6.33874 -4.61198 1.65508 0.23 -0.03 0.05
H 7.68959 -5.89964 2.95500 0.02 0.00 -0.14
H 7.58178 -7.55907 2.27716 0.21 0.14 0.04
H 6.91203 -7.20894 3.85942 -0.12 0.08 -0.07
C -4.85439 -1.51167 5.51514 -0.08 0.20 0.18
O -4.96542 -0.12486 5.78678 0.19 -0.31 -0.28
C -5.14302 0.67824 4.61868 -0.26 0.57 0.11
C -6.57461 1.21013 4.52364 0.21 -0.53 0.09
N -7.52277 0.14280 4.21666 0.04 0.15 0.11
C -8.93043 0.50839 4.41124 0.13 -0.20 0.10
C -9.37432 0.96265 5.80972 -0.38 -0.06 -0.28
O -9.36363 -0.06561 6.79178 0.20 0.24 0.00
C -8.09252 -0.33976 7.35685 -0.37 -0.28 0.03
H -4.48305 -2.00315 6.41929 -0.11 0.07 0.11
H -5.82918 -1.94552 5.27789 0.05 -0.19 -0.06
H -4.15495 -1.70483 4.70105 -0.17 0.03 -0.08
H -4.84861 0.14827 3.70650 -0.11 -0.15 0.11
H -4.47047 1.53415 4.73083 -0.02 -0.03 -0.02
H -6.62267 1.97297 3.74071 -0.02 -0.01 0.00
H -6.80384 1.69063 5.48125 0.12 0.17 0.00
H -7.32305 -0.65945 4.80110 0.01 0.10 -0.04
H -9.51680 -0.37620 4.14900 -0.03 0.15 0.02
H -9.19207 1.28458 3.68467 0.01 0.01 0.11
H -10.41938 1.27875 5.72458 0.07 -0.11 -0.02
H -8.82841 1.84310 6.16332 0.19 -0.06 0.05
H -7.47540 0.55584 7.45066 0.05 0.01 -0.10
H -7.58101 -1.10268 6.76571 0.28 0.09 0.04
H -8.24573 -0.75950 8.35341 -0.10 0.08 -0.05
C -15.13777 -2.93488 1.96012 0.27 -0.11 0.13
O -13.89763 -3.08897 1.28807 -0.43 0.13 -0.15
C -13.87787 -2.52513 -0.02306 0.58 0.06 -0.10
C -13.03766 -1.24682 -0.06397 -0.43 -0.17 0.28
N -13.69257 -0.15306 0.64859 0.25 -0.02 0.02
C -12.82679 0.99810 0.91701 -0.18 -0.12 0.16
C -11.55273 0.77020 1.74574 -0.09 0.41 -0.02
O -11.78920 0.45751 3.11150 0.08 -0.14 -0.25
C -12.11866 -0.89978 3.36414 -0.13 0.28 0.32
H -15.13302 -3.59561 2.82859 0.07 0.01 -0.09
H -15.26562 -1.91068 2.32087 -0.21 0.04 -0.03
H -15.97926 -3.20962 1.31885 -0.01 0.06 -0.01
H -14.88684 -2.35668 -0.41399 0.01 0.09 0.18
H -13.39719 -3.26698 -0.66803 -0.03 0.04 -0.01
H -12.87813 -0.95519 -1.10646 -0.01 0.02 0.01
H -12.06295 -1.48818 0.37479 0.09 -0.13 -0.13
H -14.04441 -0.49477 1.53431 0.01 -0.01 -0.12
H -13.44266 1.72865 1.45056 0.12 0.03 -0.03
H -12.55266 1.45726 -0.03938 0.08 -0.07 0.03
H -11.00198 1.71756 1.75109 -0.08 -0.04 0.05
H -10.87617 0.03924 1.29162 -0.08 -0.18 0.02
H -11.59968 -1.58736 2.69346 -0.07 0.01 -0.10
H -13.19963 -1.03668 3.29857 0.02 -0.27 -0.10
H -11.83053 -1.13517 4.39145 0.07 0.11 -0.04
```
Forces are in eV/Å.

Values from the calculation:
Net charge = +1
HOMO-LUMO gap = 4.99 eV
Energy relative to the best compared isomer or geometry (same formula, charge and spin) = 519.54 kJ/mol
LUMO = -0.1698 Ha

These are the Mulliken partial charges, in e, on atoms 1 to 5: N -0.521; P 1.033; O -0.529; O -0.495; C 0.131